Record 1
{
  "formula": "C33H32ClF45InNO7P",
  "method": "ωB97M-V with the def2-TZVPD basis set",
  "total_charge": -1,
  "homo_lumo_gap_ev": 6.2326,
  "e_lumo_ev": 1.703,
  "energy_ha": -7343.92130,
  "fmax_ev_per_a": 2.3,
  "multiplicity": 1,
  "homo_energy_ev": -4.5,
  "elements": ["C", "C", "C", "C", "C", "In", "N", "C", "O", "P", "O", "Cl", "C", "F", "F", "C", "F", "F", "F", "H", "H", "H", "H", "H", "H", "H", "H", "H", "H", "H", "H", "C", "C", "C", "F", "F", "F", "F", "O", "C", "C", "F", "F", "F", "F", "H", "H", "H", "H", "C", "C", "C", "F", "F", "F", "F", "O", "C", "C", "F", "F", "F", "F", "H", "H", "H", "H", "C", "C", "C", "F", "F", "F", "F", "O", "C", "C", "F", "F", "F", "F", "H", "H", "H", "H", "C", "C", "C", "F", "F", "F", "F", "O", "C", "C", "F", "F", "F", "F", "H", "H", "H", "H", "C", "C", "C", "F", "F", "F", "F", "O", "C", "C", "F", "F", "F", "F", "H", "H", "H", "H"],
  "positions_angstrom": [[-1.71, 5.66, 0.62], [-1.70, 5.54, -0.91], [-3.07, 4.94, -1.31], [-0.63, 4.56, -1.41], [0.72, 4.57, -0.69], [1.44, 2.46, -0.54], [3.51, 2.34, -1.09], [3.88, 3.22, -1.86], [4.26, 4.10, -2.60], [0.07, 0.89, -2.09], [-0.30, 1.84, -3.43], [-1.75, 0.80, -1.02], [1.14, 1.64, 1.56], [1.95, 2.35, 2.40], [-0.12, 1.75, 2.02], [1.52, 0.18, 1.72], [0.70, -0.57, 0.98], [1.37, -0.24, 2.99], [2.76, -0.03, 1.35], [-1.39, 4.70, 1.00], [-2.71, 5.88, 0.97], [-0.99, 6.39, 0.96], [-1.64, 6.52, -1.38], [-2.92, 4.32, -2.19], [-3.80, 5.70, -1.58], [-3.44, 4.29, -0.53], [-0.45, 4.74, -2.46], [-1.08, 3.58, -1.32], [0.69, 4.92, 0.33], [1.49, 5.13, -1.21], [-1.25, 1.81, -3.56], [-1.23, -3.42, 1.74], [-1.77, -3.85, 3.12], [-1.37, -5.22, 3.65], [-1.78, -6.23, 2.85], [-1.96, -5.41, 4.86], [-3.12, -3.70, 3.15], [-1.26, -2.96, 4.01], [-2.07, -3.58, 0.60], [-2.17, -4.76, -0.10], [-3.57, -5.36, -0.01], [-3.95, -5.55, 1.27], [-3.58, -6.57, -0.62], [-1.21, -5.64, 0.25], [-1.97, -4.46, -1.40], [-1.12, -2.34, 1.81], [-0.23, -3.82, 1.56], [-0.29, -5.28, 3.78], [-4.29, -4.71, -0.50], [-8.65, 6.91, -4.66], [-8.28, 5.62, -5.41], [-7.92, 4.38, -4.58], [-6.86, 4.60, -3.78], [-7.61, 3.37, -5.42], [-7.30, 5.88, -6.31], [-9.39, 5.26, -6.12], [-7.66, 7.91, -4.48], [-6.79, 7.90, -3.42], [-5.33, 7.70, -3.85], [-5.19, 6.59, -4.60], [-4.56, 7.58, -2.75], [-7.16, 7.00, -2.48], [-6.85, 9.12, -2.84], [-9.38, 7.39, -5.32], [-9.18, 6.70, -3.73], [-8.77, 4.07, -3.97], [-5.00, 8.56, -4.44], [5.98, -0.97, 0.31], [7.12, -1.36, 1.26], [8.27, -0.37, 1.46], [8.92, -0.10, 0.31], [9.17, -0.93, 2.31], [7.60, -2.58, 0.92], [6.56, -1.49, 2.50], [5.99, -1.46, -1.02], [6.69, -0.84, -2.03], [7.83, -1.71, -2.57], [8.67, -2.10, -1.59], [8.54, -1.00, -3.48], [7.12, 0.38, -1.67], [5.83, -0.68, -3.05], [5.09, -1.43, 0.74], [5.78, 0.11, 0.34], [7.91, 0.56, 1.89], [7.42, -2.60, -3.05], [-8.63, -4.00, -0.90], [-7.18, -3.50, -0.97], [-6.88, -2.09, -0.46], [-7.57, -1.14, -1.13], [-5.56, -1.85, -0.64], [-6.72, -3.66, -2.23], [-6.46, -4.33, -0.17], [-9.45, -3.93, -2.05], [-10.17, -2.80, -2.38], [-9.69, -2.17, -3.69], [-8.38, -1.89, -3.65], [-10.37, -1.01, -3.89], [-10.21, -1.92, -1.37], [-11.44, -3.20, -2.60], [-8.53, -5.07, -0.73], [-9.15, -3.61, -0.02], [-7.11, -2.01, 0.61], [-9.88, -2.85, -4.53], [9.58, -3.82, 4.89], [9.57, -2.85, 6.09], [10.51, -1.64, 6.04], [11.81, -2.01, 5.95], [10.37, -0.93, 7.19], [9.74, -3.54, 7.24], [8.32, -2.32, 6.13], [10.34, -5.02, 4.98], [11.68, -5.07, 4.68], [12.54, -5.41, 5.90], [12.33, -4.55, 6.92], [13.85, -5.35, 5.55], [12.11, -3.95, 4.06], [11.84, -6.09, 3.81], [8.56, -4.18, 4.83], [9.77, -3.30, 3.95], [10.26, -1.00, 5.20], [12.31, -6.42, 6.24]],
  "mulliken_charge": [-1.647, 0.943, -1.545, -0.553, -1.109, 0.693, -0.576, 0.726, -0.637, 0.159, -0.457, -0.353, 0.301, -0.310, -0.267, 0.532, -0.187, -0.303, -0.231, 0.273, 0.459, 0.371, 0.337, 0.325, 0.356, 0.372, 0.364, -0.053, 0.340, 0.475, 0.264, -0.571, 0.919, 0.060, -0.221, -0.273, -0.279, -0.320, -0.352, 0.749, 0.645, -0.245, -0.319, -0.320, -0.299, 0.260, 0.341, 0.270, -0.111, -0.720, 0.882, 0.100, -0.191, -0.266, -0.271, -0.329, -0.391, 0.786, 0.217, -0.209, -0.226, -0.282, -0.309, 0.394, 0.342, 0.255, 0.212, -0.828, 1.095, 0.037, -0.217, -0.212, -0.311, -0.328, -0.381, 0.809, 0.152, -0.216, -0.266, -0.291, -0.289, 0.320, 0.386, 0.294, 0.223, -0.879, 1.049, 0.105, -0.222, -0.224, -0.302, -0.305, -0.393, 0.802, 0.195, -0.206, -0.255, -0.288, -0.305, 0.419, 0.345, 0.273, 0.224, -0.789, 0.847, 0.200, -0.230, -0.273, -0.284, -0.310, -0.415, 0.839, 0.180, -0.217, -0.258, -0.278, -0.303, 0.390, 0.492, 0.187, 0.225]
}


Record 2
{
  "formula": "C33H32N2O2",
  "method": "ωB97M-V with the def2-TZVPD basis set",
  "total_charge": 0,
  "homo_lumo_gap_ev": 3.2915,
  "e_above_lowest_kj_mol": 264.8,
  "e_lumo_ev": -2.075,
  "energy_ha": -1536.58995,
  "fmax_ev_per_a": 3.2,
  "multiplicity": 1,
  "homo_energy_ev": -5.4,
  "elements": ["C", "C", "C", "C", "O", "C", "C", "N", "C", "C", "C", "C", "C", "C", "C", "C", "C", "C", "C", "C", "C", "O", "H", "H", "H", "H", "H", "H", "H", "H", "H", "H", "H", "H", "H", "H", "H", "H", "H", "H", "H", "H", "C", "C", "N", "C", "C", "C", "C", "C", "C", "C", "C", "C", "C", "C", "C", "H", "H", "H", "H", "H", "H", "H", "H", "H", "H", "H", "H"],
  "positions_angstrom": [[-3.53, -2.81, -0.65], [-2.64, -2.20, -1.73], [-1.60, -3.23, -2.21], [-3.49, -1.74, -2.91], [-1.91, -1.04, -1.24], [-1.13, -1.26, -0.09], [0.28, -1.00, -0.27], [1.14, -1.10, 0.69], [2.49, -1.06, 0.55], [3.29, -1.18, 1.75], [4.66, -0.92, 1.75], [5.39, -0.99, 2.91], [4.78, -1.33, 4.10], [3.42, -1.59, 4.12], [2.68, -1.51, 2.97], [3.13, -1.01, -0.76], [4.18, -1.88, -1.09], [4.72, -1.91, -2.35], [4.23, -1.06, -3.33], [3.20, -0.19, -3.03], [2.67, -0.15, -1.76], [-1.56, -1.73, 0.96], [-4.26, -2.07, -0.31], [-4.06, -3.68, -1.02], [-2.93, -3.11, 0.21], [-1.04, -2.83, -3.05], [-0.89, -3.45, -1.41], [-2.07, -4.17, -2.51], [-2.85, -1.33, -3.69], [-4.07, -2.56, -3.33], [-4.17, -0.95, -2.59], [0.61, -0.87, -1.28], [5.15, -0.63, 0.83], [6.45, -0.78, 2.89], [5.36, -1.39, 5.01], [2.94, -1.85, 5.05], [1.62, -1.70, 2.98], [4.54, -2.57, -0.34], [5.51, -2.61, -2.59], [4.64, -1.09, -4.33], [2.79, 0.45, -3.80], [1.89, 0.55, -1.53], [1.03, 2.80, -1.17], [-0.38, 2.42, -1.29], [-1.23, 2.33, -0.24], [-2.64, 2.13, -0.37], [-3.42, 1.91, -1.50], [-4.80, 1.87, -1.37], [-5.40, 2.03, -0.12], [-4.64, 2.23, 1.01], [-3.25, 2.28, 0.89], [-2.21, 2.52, 1.85], [-0.98, 2.53, 1.16], [0.20, 2.77, 1.87], [0.14, 3.01, 3.22], [-1.08, 3.02, 3.90], [-2.25, 2.77, 3.23], [1.56, 2.69, -2.12], [1.13, 3.84, -0.86], [1.54, 2.18, -0.44], [-0.81, 2.32, -2.28], [-2.96, 1.78, -2.46], [-5.41, 1.72, -2.24], [-6.48, 2.02, -0.05], [-5.11, 2.37, 1.97], [1.15, 2.76, 1.37], [1.05, 3.21, 3.76], [-1.10, 3.23, 4.96], [-3.20, 2.77, 3.75]],
  "mulliken_charge": [-1.505, 1.456, -1.573, -1.701, 0.006, -0.102, -0.299, -0.242, -0.336, 0.793, -0.533, -0.819, -0.419, -0.647, -0.476, 0.298, -0.528, -0.790, -0.539, -0.967, 0.675, -0.709, 0.325, 0.439, 0.390, 0.347, 0.360, 0.443, 0.374, 0.411, 0.274, 0.738, 0.452, 0.388, 0.382, 0.411, 0.558, 0.615, 0.398, 0.377, 0.368, 0.084, -1.734, 0.580, 0.534, 0.192, -0.551, -0.746, -0.786, -0.413, 0.737, 0.124, 0.726, -0.510, -1.044, -0.677, -0.471, 0.422, 0.419, 0.324, 0.349, 0.264, 0.472, 0.415, 0.465, 0.397, 0.460, 0.405, 0.470]
}